C21H13N3O10S2SbScSe4 | ωB97M-V/def2-TZVPD

Computed properties:
**Highest occupied orbital energy**: -1.9 eV
**Strongest force on any atom**: 0.8 eV/A
**ΔE to the lowest compared entry with this formula, charge and spin**: 39.83 kcal per mole
**Kohn-Sham gap**: 5.43 eV
**Net charge**: -2

Each line ends with the natural charge from an NBO analysis.
Positions of all 55 atoms, in Å:
Sc  -0.7436  0.5543  -0.1455  1.253
O  -1.1140  -0.2422  4.1150  -0.654
C  -0.9434  0.2405  2.9095  0.825
O  -0.7340  -0.4322  1.9141  -0.602
C  -0.9822  1.7271  2.8008  0.107
C  -1.2227  2.6153  3.8295  -0.170
C  -1.0553  3.9661  3.5613  -0.147
C  -0.5973  4.3722  2.3179  -0.166
C  -0.3761  3.4041  1.3525  0.114
N  -0.6083  2.1212  1.5889  -0.460
C  0.2577  3.6095  0.0059  0.819
O  0.5230  4.8518  -0.3775  -0.714
O  0.6008  2.6393  -0.6301  -0.559
H  -0.6774  -1.1229  4.1497  0.542
H  -1.5094  2.2486  4.8036  0.239
H  -1.2585  4.7019  4.3273  0.217
H  -0.4332  5.4150  2.0914  0.237
H  -0.3253  5.3421  -0.2014  0.509
O  0.7218  -0.9062  -0.8192  -0.641
C  0.4645  -1.6245  -1.7952  0.457
C  -0.2445  -1.2441  -2.9767  -0.251
C  -0.4136  -2.2081  -3.9736  -0.092
C  -1.1168  -1.9008  -5.1085  -0.087
C  -1.7121  -0.6269  -5.2686  -0.130
C  -1.5607  0.3292  -4.3156  -0.279
C  -0.8074  0.0723  -3.1247  0.499
O  -0.6548  0.9623  -2.2417  -0.696
N  -1.2648  -2.8976  -6.1445  0.536
O  -1.8767  -2.5915  -7.1583  -0.418
O  -0.7810  -4.0073  -5.9650  -0.425
H  0.7932  -2.6755  -1.7716  0.143
H  0.0039  -3.1991  -3.8502  0.233
H  -2.3017  -0.4404  -6.1546  0.237
H  -2.0467  1.2928  -4.3929  0.247
Se  -5.0210  2.1552  -2.1571  -0.758
Sb  -3.2386  2.1043  -0.5477  0.773
Se  -2.8457  -0.6941  -0.5246  -0.761
Se  -2.6622  5.0659  -0.5204  -0.598
Se  -3.9167  4.0163  1.1549  -0.428
O  0.1311  -3.7647  3.3253  -0.947
S  1.4567  -3.2700  3.5899  2.287
O  2.2985  -4.0724  4.4429  -0.958
N  1.3799  -1.7226  4.1159  -0.861
C  2.0458  -0.8915  3.3294  0.114
S  2.2056  0.7610  3.5603  -0.295
C  2.6351  -1.5644  2.1206  -0.132
C  3.3410  -0.9921  1.0774  -0.158
C  3.7312  -1.8041  0.0215  -0.206
C  3.4164  -3.1604  0.0063  -0.216
C  2.7090  -3.7365  1.0559  -0.218
C  2.3385  -2.9118  2.0971  -0.240
H  3.5503  0.0696  1.0947  0.242
H  4.2683  -1.3738  -0.8147  0.208
H  3.7194  -3.7720  -0.8350  0.205
H  2.4540  -4.7883  1.0551  0.222

Cartesian forces (eV/Å) of the 2 atoms listed first:
Sc 0.1 0.1 -0.5
O 0.1 -0.1 0.0